# C3H3N2O2

An isolated ion of composition C3H3N2O2 and charge -1 (ωB97M-V/def2-TZVPD, the OMol25 dataset).

Properties
- Energy above the lowest of the compared OMol25 structures with the same formula, charge and spin: 312.0 kJ/mol
- E: -10232.7934 eV
- Multiplicity: 1
- Total charge: -1

The geometry in XYZ format:
```
10
Properties=species:S:1:pos:R:3:forces:R:3:nbo_charge:R:1
O -4.51933 1.24624 -0.19114 -1.00 2.63 -0.65 -0.71
C -4.29383 0.08877 -0.00926 2.96 -1.69 0.84 0.80
H 0.36527 -0.90512 -0.91080 -1.50 0.03 2.38 0.35
H 0.00227 0.97717 1.13209 0.38 -0.98 -0.66 0.36
N -0.11040 -0.82705 0.07481 1.49 0.22 -2.25 -0.50
N 0.64683 0.31108 0.65410 -0.03 0.39 0.92 -0.69
O -4.90816 -0.91236 0.28857 -1.23 -1.05 0.01 -0.72
C -2.66011 -0.22981 -0.02897 2.12 -0.98 -0.47 -0.18
H 1.30474 -0.04730 1.38405 -1.14 0.06 -0.78 0.34
C -1.47323 -0.60271 -0.08597 -2.06 1.36 0.66 -0.04
```
Positions in Å, forces in eV/Å.